Below is a 12-piece molecular cluster, C58H107N2O12 overall, with properties calculated with ωB97M-V/def2-TZVPD.

Each atom is followed by the atoms it is bonded to, with distances in Å.
Element x y z (Å)
1 C -1.81 -5.74 -4.22  C2 1.588, H29 1.116, H30 1.125, H31 1.125
2 C -1.06 -5.23 -2.92  C1 1.588, C3 1.553, H32 1.117, H33 1.122
3 C -1.47 -6.10 -1.70  C2 1.553, C4 1.439, N15 1.414
4 C -1.25 -7.51 -1.51  C3 1.439, C5 1.577, N13 1.399
5 C -0.52 -8.57 -2.42  C4 1.577, C6 1.584, H34 1.125, H35 1.114
6 C 0.71 -9.05 -1.55  C5 1.584, C7 1.450, C11 1.457
7 C 0.52 -10.29 -0.81  C6 1.450, C8 1.463, H36 1.118
8 C 1.61 -10.74 0.05  C7 1.463, C9 1.466, H37 1.110
9 C 2.82 -9.92 0.12  C8 1.466, C10 1.460, H38 1.117
10 C 3.00 -8.69 -0.65  C9 1.460, C11 1.477, H39 1.110
11 C 1.91 -8.22 -1.52  C6 1.457, C10 1.477, C12 1.562
12 C 2.07 -6.90 -2.33  C11 1.562, H40 1.128, H41 1.119, H42 1.119
13 N -1.76 -7.95 -0.28  C4 1.399, C14 1.372, H43 1.023
14 C -2.30 -6.85 0.33  N13 1.372, N15 1.363, H44 1.113
15 N -2.13 -5.78 -0.49  C3 1.414, C14 1.363, C16 1.498
16 C -2.57 -4.39 -0.12  N15 1.498, C17 1.599, H45 1.114, H46 1.119
17 C -1.34 -3.74 0.67  C16 1.599, C18 1.596, H47 1.130, H48 1.117
18 C -1.03 -2.26 0.16  C17 1.596, C19 1.579, H49 1.129, H50 1.117
19 C 0.06 -2.22 -0.98  C18 1.579, C20 1.589, H51 1.120, H52 1.130
20 C 0.77 -0.80 -0.97  C19 1.589, C21 1.572, H53 1.117, H54 1.127
21 C 2.02 -0.73 -1.92  C20 1.572, C22 1.582, H55 1.128, H56 1.128
22 C 3.29 -1.52 -1.39  C21 1.582, C23 1.588, H57 1.131, H58 1.123
23 C 4.25 -0.62 -0.50  C22 1.588, C24 1.603, H59 1.123, H60 1.123
24 C 5.49 -1.56 -0.08  C23 1.603, C25 1.572, H61 1.118, H62 1.125
25 C 6.86 -0.79 -0.01  C24 1.572, C26 1.576, H63 1.128, H64 1.141
26 C 7.28 -0.31 1.43  C25 1.576, O27 1.435, H65 1.129, H66 1.124
27 O 6.85 -1.18 2.49  C26 1.435, C28 1.441
28 C 7.96 -1.62 3.28  O27 1.441, H67 1.117, H68 1.125, H69 1.124
29 H -2.34 -6.71 -4.03  C1 1.116
30 H -2.55 -4.98 -4.58  C1 1.125
31 H -1.06 -5.84 -5.05  C1 1.125
32 H -1.42 -4.19 -2.71  C2 1.117
33 H 0.05 -5.28 -3.01  C2 1.122
34 H -1.23 -9.44 -2.51  C5 1.125
35 H -0.22 -8.16 -3.41  C5 1.114
36 H -0.43 -10.87 -0.89  C7 1.118
37 H 1.47 -11.67 0.64  C8 1.110
38 H 3.62 -10.29 0.82  C9 1.117
39 H 3.94 -8.10 -0.58  C10 1.110
40 H 1.56 -6.98 -3.33  C12 1.128
41 H 1.63 -6.00 -1.82  C12 1.119
42 H 3.16 -6.70 -2.49  C12 1.119
43 H -1.67 -8.93 0.01  N13 1.023
44 H -2.77 -6.84 1.34  C14 1.113
45 H -3.49 -4.45 0.51  C16 1.114
46 H -2.71 -3.85 -1.09  C16 1.119
47 H -0.43 -4.35 0.39  C17 1.130
48 H -1.44 -3.81 1.78  C17 1.117
49 H -2.00 -1.87 -0.25  C18 1.129
50 H -0.76 -1.63 1.04  C18 1.117
51 H -0.41 -2.43 -1.98  C19 1.120
52 H 0.86 -2.99 -0.77  C19 1.130
53 H 1.01 -0.51 0.09  C20 1.117
54 H 0.03 -0.05 -1.35  C20 1.127
55 H 1.81 -1.08 -2.97  C21 1.128
56 H 2.34 0.35 -2.03  C21 1.128
57 H 3.89 -1.82 -2.30  C22 1.131
58 H 3.04 -2.47 -0.85  C22 1.123
59 H 3.75 -0.26 0.43  C23 1.123
60 H 4.68 0.21 -1.12  C23 1.123
61 H 5.18 -2.06 0.87  C24 1.118
62 H 5.59 -2.36 -0.86  C24 1.125
63 H 7.66 -1.48 -0.40  C25 1.128
64 H 6.89 0.12 -0.70  C25 1.141
65 H 6.94 0.75 1.61  C26 1.129
66 H 8.41 -0.30 1.46  C26 1.124
67 H 7.57 -2.10 4.21  C28 1.117
68 H 8.54 -2.35 2.65  C28 1.125
69 H 8.63 -0.77 3.57  C28 1.124
70 C 0.77 0.55 3.88  C71 1.507, H74 1.091, H75 1.091, H76 1.092
71 C 0.08 1.26 2.75  C70 1.507, O72 1.216, C73 1.505
72 O -0.34 0.65 1.78  C71 1.216
73 C -0.07 2.75 2.86  C71 1.505, H77 1.092, H78 1.091, H79 1.089
74 H 0.81 -0.52 3.67  C70 1.091
75 H 1.79 0.92 3.99  C70 1.091
76 H 0.21 0.70 4.81  C70 1.092
77 H 0.91 3.22 2.92  C73 1.092
78 H -0.67 3.00 3.74  C73 1.091
79 H -0.59 3.13 1.97  C73 1.089
80 C -5.21 2.88 0.67  C81 1.507, H84 1.091, H85 1.092, H86 1.092
81 C -3.79 2.40 0.83  C80 1.507, O82 1.212, C83 1.508
82 O -3.05 2.90 1.64  C81 1.212
83 C -3.34 1.26 -0.05  C81 1.508, H87 1.092, H88 1.092, H89 1.091
84 H -5.40 3.70 1.36  C80 1.091
85 H -5.37 3.24 -0.35  C80 1.092
86 H -5.91 2.07 0.89  C80 1.092
87 H -3.41 1.55 -1.10  C83 1.092
88 H -3.96 0.37 0.14  C83 1.092
89 H -2.30 1.02 0.18  C83 1.091
90 C -5.92 5.98 -1.96  C91 1.503, H94 1.091, H95 1.091, H96 1.091
91 C -7.28 5.34 -1.87  C90 1.503, O92 1.217, C93 1.505
92 O -7.46 4.19 -2.22  C91 1.217
93 C -8.41 6.18 -1.33  C91 1.505, H97 1.092, H98 1.089, H99 1.091
94 H -5.21 5.27 -2.36  C90 1.091
95 H -5.96 6.85 -2.62  C90 1.091
96 H -5.60 6.28 -0.96  C90 1.091
97 H -8.56 7.05 -1.97  C93 1.092
98 H -8.18 6.49 -0.31  C93 1.089
99 H -9.32 5.59 -1.33  C93 1.091
100 C -4.28 -11.44 1.54  C101 1.506, H104 1.090, H105 1.092, H106 1.091
101 C -2.87 -11.61 1.03  C100 1.506, O102 1.218, C103 1.507
102 O -1.97 -10.89 1.41  C101 1.218
103 C -2.64 -12.72 0.03  C101 1.507, H107 1.092, H108 1.091, H109 1.090
104 H -4.31 -10.61 2.25  C100 1.090
105 H -4.95 -11.21 0.71  C100 1.092
106 H -4.60 -12.35 2.05  C100 1.091
107 H -3.24 -12.55 -0.86  C103 1.092
108 H -2.89 -13.68 0.48  C103 1.091
109 H -1.58 -12.73 -0.25  C103 1.090
110 C 8.77 4.15 -1.58  C111 1.505, H114 1.090, H115 1.089, H116 1.092
111 C 7.44 3.46 -1.50  C110 1.505, O112 1.214, C113 1.508
112 O 7.29 2.32 -1.87  C111 1.214
113 C 6.28 4.26 -0.95  C111 1.508, H117 1.092, H118 1.092, H119 1.091
114 H 9.51 3.46 -1.99  C110 1.090
115 H 8.71 5.02 -2.23  C110 1.089
116 H 9.10 4.45 -0.58  C110 1.092
117 H 6.11 5.14 -1.57  C113 1.092
118 H 6.50 4.57 0.08  C113 1.092
119 H 5.38 3.65 -0.95  C113 1.091
120 C -6.14 1.32 -5.94  C121 1.509, H124 1.090, H125 1.092, H126 1.092
121 C -6.85 2.64 -5.74  C120 1.509, O122 1.212, C123 1.506
122 O -6.47 3.65 -6.30  C121 1.212
123 C -8.04 2.65 -4.82  C121 1.506, H127 1.090, H128 1.093, H129 1.089
124 H -5.30 1.46 -6.63  C120 1.090
125 H -5.75 0.96 -4.99  C120 1.092
126 H -6.82 0.59 -6.37  C120 1.092
127 H -7.73 2.34 -3.82  C123 1.090
128 H -8.81 1.97 -5.20  C123 1.093
129 H -8.45 3.66 -4.77  C123 1.089
130 C 9.23 -4.00 8.27  C131 1.507, H134 1.090, H135 1.092, H136 1.092
131 C 8.99 -4.00 6.79  C130 1.507, O132 1.212, C133 1.508
132 O 8.92 -2.96 6.16  C131 1.212
133 C 8.84 -5.34 6.11  C131 1.508, H137 1.092, H138 1.092, H139 1.090
134 H 9.32 -2.97 8.63  C130 1.090
135 H 8.40 -4.48 8.79  C130 1.092
136 H 10.16 -4.53 8.50  C130 1.092
137 H 7.99 -5.87 6.52  C133 1.092
138 H 9.75 -5.93 6.24  C133 1.092
139 H 8.67 -5.18 5.04  C133 1.090
140 C 11.20 8.90 -1.84  C141 1.507, H144 1.090, H145 1.092, H146 1.092
141 C 9.86 8.21 -1.76  C140 1.507, O142 1.213, C143 1.507
142 O 9.71 7.07 -2.13  C141 1.213
143 C 8.70 9.01 -1.21  C141 1.507, H147 1.092, H148 1.092, H149 1.090
144 H 11.93 8.21 -2.25  C140 1.090
145 H 11.13 9.77 -2.49  C140 1.092
146 H 11.52 9.20 -0.84  C140 1.092
147 H 8.53 9.89 -1.83  C143 1.092
148 H 8.92 9.31 -0.18  C143 1.092
149 H 7.80 8.39 -1.21  C143 1.090
150 C -8.55 4.09 1.98  C151 1.506, H154 1.090, H155 1.092, H156 1.092
151 C -9.27 5.40 2.21  C150 1.506, O152 1.213, C153 1.506
152 O -8.90 6.41 1.66  C151 1.213
153 C -10.45 5.39 3.14  C151 1.506, H157 1.092, H158 1.092, H159 1.090
154 H -7.72 4.25 1.29  C150 1.090
155 H -8.15 3.72 2.93  C150 1.092
156 H -9.23 3.36 1.54  C150 1.092
157 H -10.14 5.07 4.14  C153 1.092
158 H -11.22 4.72 2.76  C153 1.092
159 H -10.87 6.39 3.21  C153 1.090
160 C -4.57 7.73 2.86  C161 1.506, H164 1.091, H165 1.092, H166 1.092
161 C -5.33 8.07 1.61  C160 1.506, O162 1.215, C163 1.505
162 O -5.00 7.62 0.53  C161 1.215
163 C -6.51 8.99 1.74  C161 1.505, H167 1.092, H168 1.091, H169 1.090
164 H -3.74 7.06 2.62  C160 1.091
165 H -4.16 8.64 3.31  C160 1.092
166 H -5.23 7.23 3.57  C160 1.092
167 H -6.19 9.96 2.14  C163 1.092
168 H -7.25 8.55 2.40  C163 1.091
169 H -6.96 9.15 0.76  C163 1.090
170 C -2.79 9.47 -0.78  C171 1.506, H174 1.091, H175 1.092, H176 1.090
171 C -1.37 9.30 -1.27  C170 1.506, O172 1.212, C173 1.508
172 O -0.48 10.04 -0.90  C171 1.212
173 C -1.10 8.18 -2.24  C171 1.508, H177 1.092, H178 1.092, H179 1.090
174 H -2.83 10.31 -0.09  C170 1.091
175 H -3.45 9.66 -1.62  C170 1.092
176 H -3.11 8.57 -0.25  C170 1.090
177 H -1.70 8.32 -3.15  C173 1.092
178 H -1.35 7.22 -1.78  C173 1.092
179 H -0.05 8.17 -2.51  C173 1.090

Values from the calculation:
LUMO energy	-0.0748	hartree
charge	+1
HOMO level	-10.287	eV
gap between HOMO and LUMO	8.3	eV